Molecular formula: C64H57HgN7O3P2S
Method: DFT, ωB97M-V/def2-TZVPD

Last column: Mulliken spin population.
Atoms and positions in Å:
C  -7.108556  2.575128  9.604192  -0.0025
C  -1.718497  -3.950870  -3.433894  0.0000
H  -0.890040  -4.205505  -0.768788  -0.0001
H  0.633405  -1.116854  2.468958  0.0007
C  6.964239  0.703003  -2.389691  0.0001
C  5.170490  -4.675043  -4.228746  0.0000
C  -1.973536  0.346436  4.837486  0.0624
H  3.386351  -7.146438  -6.374144  0.0000
N  -2.540551  2.130472  1.610119  0.1454
H  1.448578  -2.814826  -3.183641  0.0001
H  -3.637738  -1.195574  2.012573  -0.0006
H  9.855163  1.057751  -4.121410  0.0000
N  3.998093  -1.080274  -4.026848  0.0000
H  -7.909878  3.294188  9.714659  -0.0001
H  -6.643599  0.812985  13.206068  0.0000
H  1.048987  4.454976  -1.980207  0.0000
H  -3.071335  0.091865  7.514557  0.0055
C  3.734958  -6.160334  -6.073719  0.0000
H  0.461742  -2.023809  4.780344  0.0271
C  -4.459388  1.667876  -2.520853  0.0011
H  5.830930  0.875178  -5.566991  0.0000
C  -3.837116  1.966817  5.092947  -0.0278
C  -1.779371  -2.247730  -0.631582  -0.0069
C  8.792960  0.970338  -3.930944  0.0000
H  -4.605295  2.741562  -2.476375  0.0020
C  -6.318778  2.555702  8.476560  0.0037
H  2.891812  -5.474984  -6.061771  0.0000
H  -7.736804  -0.251606  12.285446  0.0000
C  -4.510478  1.601368  7.092519  -0.0044
C  -3.171889  1.189109  -2.775096  0.0044
C  -4.064415  -1.049615  -2.644090  -0.0004
C  -5.533175  0.821603  -2.322426  0.0009
H  -2.730645  -3.707947  -3.135345  -0.0007
C  0.658496  3.431200  -1.940921  -0.0001
C  -1.825379  0.808395  3.483917  0.1301
C  -4.326009  3.735553  1.822998  0.2135
H  -4.255277  0.015157  9.326020  0.0005
C  -1.952090  -3.970149  1.067975  -0.0020
C  -6.889626  1.659784  10.632973  0.0028
H  -5.642405  0.038334  11.313544  -0.0002
H  -1.259966  -1.012782  6.328837  -0.0036
H  3.731325  4.974799  -4.504177  0.0000
C  -5.332048  -0.550893  -2.402818  0.0005
C  -2.567090  -1.421157  0.179877  0.0142
N  -4.760606  2.343361  6.040237  -0.0001
C  0.862345  -4.617475  -4.201487  0.0000
C  -0.049043  3.152104  -3.252582  0.0002
H  1.872129  -4.874449  -4.492509  -0.0001
C  -7.611500  0.752901  12.699682  0.0001
H  -8.400611  0.945502  13.422231  0.0000
C  -5.850907  0.747229  10.525365  -0.0027
H  5.745624  -4.737055  -3.301998  0.0000
C  4.831222  1.708144  2.019065  0.0000
H  -4.933560  4.489811  1.340688  0.0235
H  -1.688644  -4.961162  1.417485  0.0009
H  5.138231  -2.307391  -2.703497  0.0000
C  3.468854  3.955038  -4.756156  0.0000
O  -7.739273  1.740507  11.700989  0.0003
C  4.843398  -2.231461  -3.761643  0.0001
Hg  -0.245943  0.984084  -0.103916  0.0060
S  4.463316  -6.332269  -4.431053  0.0000
H  -3.887574  -2.113335  -2.675819  0.0001
H  -2.317761  -5.747293  -4.434357  0.0000
C  -0.191296  -1.224723  4.457564  0.2517
H  -6.485169  3.255846  7.669051  0.0001
N  -3.461727  0.750197  6.866538  0.0008
H  4.429405  3.117473  -3.032535  0.0000
H  -0.081852  3.392203  -1.133390  0.0018
C  -0.195557  -5.441876  -4.548448  -0.0001
C  -0.102136  -0.710110  3.161822  -0.1037
H  2.454863  4.496631  -6.568753  0.0000
C  3.889144  2.373807  1.262271  0.0004
C  5.396264  0.546993  1.512597  0.0002
H  6.623280  0.614042  -1.371838  0.0000
C  6.050561  0.719293  -3.437523  -0.0001
H  -0.651853  4.040792  -3.499900  -0.0001
O  3.886787  0.297674  -1.774490  -0.0007
H  5.778949  -2.147100  -4.337177  0.0000
H  -0.017124  -6.347120  -5.115702  0.0000
C  -2.977784  -0.192761  -2.800852  -0.0023
H  -6.513931  1.225202  -2.109962  -0.0001
C  -1.153629  -0.658177  5.307069  0.0442
H  -2.514990  3.219250  -3.041798  -0.0004
H  6.094928  -0.033927  2.100234  0.0001
C  -2.724844  -3.133451  1.859929  0.0023
C  -3.047601  -1.866757  1.401747  0.0182
H  1.941361  3.425033  0.151038  -0.0006
N  1.771249  2.520393  -1.675130  -0.0018
H  2.512621  0.310723  -5.618767  0.0000
C  3.492921  1.955010  -0.015711  -0.0009
H  4.483406  -5.813273  -6.786609  0.0000
H  5.085574  2.064741  3.007901  -0.0001
C  0.624958  -3.461537  -3.467712  -0.0001
C  4.160480  -3.536788  -4.156243  0.0000
C  2.340627  2.692026  -0.567180  0.0028
C  7.889340  0.995096  -4.986853  0.0000
H  -5.256459  3.874845  3.784496  -0.0049
N  -0.885583  1.971429  -3.162525  -0.0005
O  -1.717858  -0.662214  -3.005889  -0.0014
C  5.045891  0.121722  0.245840  0.0003
C  8.327428  0.831102  -2.635109  0.0000
C  -1.488871  -5.103565  -4.166037  0.0001
C  -2.120187  2.189317  -3.000493  -0.0012
H  3.373520  -3.776268  -3.439240  0.0000
P  -0.743974  -1.599885  -2.007396  -0.0092
C  -3.342332  3.053623  1.112343  -0.0967
H  0.699312  3.017640  -4.030636  0.0003
C  -5.282573  1.625506  8.335726  -0.0017
C  3.510567  1.604569  -4.250528  0.0002
H  5.448835  -0.797560  -0.159743  0.0000
H  -6.157395  -1.236043  -2.258009  -0.0002
C  6.534030  0.865988  -4.742019  0.0000
H  1.818188  2.174010  -7.121484  0.0000
H  -2.801714  -0.409483  -0.117092  -0.0134
C  2.390314  2.381712  -6.226640  0.0000
P  4.279266  0.268988  -3.339623  -0.0002
H  -3.198608  3.270509  0.053554  0.0026
C  2.776854  1.336385  -5.397303  0.0000
C  4.146095  0.835543  -0.542739  0.0003
C  -1.489583  -3.534663  -0.164917  -0.0077
H  8.244704  1.104307  -6.003687  0.0000
C  -2.682268  1.796136  2.937265  0.1133
H  5.874606  -4.513887  -5.049012  0.0000
C  -0.663809  -3.114148  -3.071260  -0.0005
N  -0.853297  0.256182  2.680277  0.1757
H  9.022495  0.812857  -1.805068  0.0000
C  -5.058505  0.740053  9.381189  0.0045
C  -3.018667  0.979239  5.586271  -0.0530
C  3.848999  2.916363  -3.925556  0.0000
C  -4.500240  3.398433  3.171992  0.0194
C  -3.700742  2.428715  3.732690  0.0638
H  3.682592  -3.385441  -5.127023  0.0000
H  -3.047324  -3.454414  2.842391  0.0040
C  2.747175  3.684416  -5.914737  0.0000
H  3.395643  3.243172  1.679721  0.0001

Atomic forces in eV per Å
C -0.01 0.02 0.03
C -0.07 0.06 -0.04
H 0.05 0.02 0.04
H 0.03 -0.02 0.00
C -0.02 0.12 -0.02
C -0.14 -0.10 -0.03
C 0.16 -0.11 -0.04
H -0.01 0.00 -0.02
N -0.04 0.04 -0.02
H -0.01 0.03 -0.05
H 0.03 0.04 0.02
H 0.00 0.01 0.00
N -0.16 -0.15 0.01
H -0.01 -0.01 -0.02
H 0.01 0.00 -0.01
H 0.03 -0.02 -0.03
H 0.00 0.00 -0.01
C 0.12 0.00 0.09
H -0.01 0.00 0.02
C 0.06 0.07 -0.10
H 0.02 -0.03 -0.02
C 0.10 -0.11 -0.03
C -0.02 0.13 0.15
C 0.00 0.01 0.01
H 0.00 0.00 0.01
C 0.02 0.01 -0.04
H -0.02 0.01 -0.12
H 0.00 0.00 0.00
C 0.04 -0.04 -0.09
C -0.22 0.10 -0.02
C 0.17 -0.04 0.02
C -0.03 -0.08 -0.01
H 0.04 -0.04 0.05
C 0.11 0.16 -0.03
C -0.11 -0.01 -0.02
C -0.03 0.05 0.00
H -0.02 -0.03 -0.01
C 0.03 0.00 -0.01
C 0.03 0.00 -0.01
H -0.01 -0.01 0.00
H 0.00 -0.01 -0.01
H 0.01 -0.01 -0.01
C 0.03 0.11 0.02
C 0.03 -0.05 -0.13
N -0.04 0.06 0.07
C -0.06 -0.05 -0.07
C -0.14 0.01 -0.11
H -0.11 -0.02 0.11
C 0.01 0.01 0.04
H 0.00 0.00 -0.01
C 0.00 -0.01 0.04
H 0.02 0.02 -0.01
C 0.03 -0.03 0.01
H -0.01 -0.01 -0.01
H -0.01 -0.01 -0.01
H 0.02 -0.04 0.00
C -0.07 0.02 0.01
O 0.00 0.00 -0.01
C -0.01 0.07 -0.04
Hg -0.37 -0.45 0.62
S -0.02 0.03 -0.02
H -0.03 -0.04 0.01
H -0.01 0.01 0.00
C 0.11 -0.03 -0.15
H -0.02 -0.01 0.00
N 0.03 0.01 0.09
H -0.01 0.03 0.01
H 0.09 0.02 0.05
C 0.05 0.05 0.00
C -0.09 0.03 0.21
H 0.00 0.00 0.00
C -0.06 -0.01 -0.01
C -0.04 0.04 -0.02
H 0.02 -0.05 0.01
C 0.03 -0.23 0.02
H 0.03 0.03 -0.02
O -0.45 0.06 -0.29
H 0.03 0.00 0.03
H 0.01 -0.02 0.00
C 0.24 -0.16 0.14
H 0.00 0.00 0.01
C -0.13 0.05 0.11
H 0.04 0.02 0.14
H 0.00 0.00 0.01
C 0.02 0.00 0.02
C -0.01 0.02 0.01
H 0.10 0.04 -0.03
N 0.40 0.24 -0.52
H 0.06 -0.01 -0.04
C 0.03 -0.07 0.10
H -0.02 -0.01 -0.02
H 0.01 0.00 0.00
C -0.05 0.00 0.01
C 0.11 0.04 0.00
C -0.01 0.22 0.10
C 0.01 0.01 -0.02
H -0.02 -0.01 -0.01
N -0.04 0.12 0.12
O -0.35 -0.20 0.17
C -0.07 -0.08 -0.01
C -0.01 0.00 0.00
C -0.04 0.01 -0.04
C 0.10 0.08 -0.22
H 0.10 0.01 0.01
P -0.12 -0.21 -0.44
C 0.03 -0.03 0.06
H 0.04 -0.09 -0.11
C -0.04 -0.02 0.07
C 0.00 0.04 0.06
H 0.02 0.00 -0.02
H -0.01 0.00 0.00
C -0.03 0.04 0.02
H -0.02 0.00 0.00
H 0.04 0.11 -0.02
C 0.00 -0.02 0.00
P 0.39 0.25 0.25
H 0.01 0.02 -0.01
C -0.14 -0.03 0.08
C 0.21 -0.02 0.06
C -0.04 -0.05 -0.09
H 0.00 0.01 0.00
C -0.01 -0.07 0.02
H 0.06 0.05 0.06
C 0.21 -0.05 0.20
N 0.07 -0.01 -0.11
H 0.00 0.02 0.00
C 0.02 0.03 -0.03
C -0.10 0.10 -0.07
C 0.00 -0.04 -0.07
C 0.01 -0.02 0.00
C -0.05 0.06 -0.03
H -0.02 -0.01 -0.01
H -0.05 -0.02 -0.01
C -0.03 0.04 0.04
H -0.03 -0.01 0.00

The multiplicity is 2. As for the energy above the lowest of the compared OMol25 structures with the same formula, charge and spin: 0.565 eV. Its total energy is -4316.402250 a.u. For the gap between HOMO and LUMO (alpha / beta), the calculation gives 0.1240 / 0.2252 Eh. The expectation value of S² is 0.777. Its highest occupied orbital energy (alpha / beta) is -1.3 / -4.0 eV. Its net charge is -1.